Entry 1:
Molecular formula: C20H27N3O5S
Method: DFT, ωB97M-V with the def2-TZVPD basis set

The HOMO-LUMO gap is 7.95 eV. Its calculated total energy is -1716.2904 Ha. The energy above the lowest of the compared OMol25 structures with the same formula, charge and spin comes out at 507.92 kcal per mole. As for the largest force on an atom: 13.70 eV/Å. As for the HOMO energy: -9.123 eV.

```
! wB97M-V def2-TZVPD RIJCOSX def2/J DEFGRID3
* xyz 0 1
C -2.6535 -4.1324 0.4342
C -4.0337 -3.8437 0.5169
H -4.4256 -4.2225 1.3907
H -4.6873 -4.2037 -0.3871
O -4.4010 -2.6186 0.5629
C -4.5199 -1.7748 -0.3549
O -4.4051 -2.2549 -1.3557
N -4.7751 -0.3682 -0.2597
C -4.7483 0.2148 1.0916
H -4.7274 -0.6461 1.9229
C -3.4435 1.1674 1.3609
N -3.4093 2.0476 0.1865
S -2.1718 2.9987 0.4032
O -2.3390 3.7306 1.8981
O -2.3798 4.0843 -0.6960
C -0.6767 2.3446 0.4741
C 0.0082 1.6132 1.5016
C 1.1303 1.0273 1.4080
C 1.8597 1.1182 0.0076
C 1.1350 1.6765 -0.9192
C -0.0698 2.3075 -0.9992
H -0.6149 2.9063 -1.5830
C 2.0074 1.5351 -2.1982
H 2.2946 2.4248 -2.4819
H 1.4554 1.0807 -3.2839
C 3.2643 0.5891 -1.7404
N 2.9540 0.2025 -0.3011
C 3.8098 -0.1411 0.5122
O 3.4364 -0.4958 1.8303
C 5.0749 -0.8714 -0.0203
H 4.8095 -1.3077 -1.0293
C 6.1102 0.2003 -0.4680
H 6.4565 0.4059 -1.3627
H 5.8884 1.0660 0.0779
C 7.0901 -0.6738 0.5001
H 7.6301 0.1236 1.3618
H 7.9270 -1.0754 -0.2714
C 5.9806 -1.5391 1.1494
H 6.1324 -2.5676 0.6864
H 5.5342 -1.3232 2.0085
H 3.2891 -0.4866 -2.0643
H 4.0028 1.1327 -1.6500
H 1.5340 0.5688 2.2070
H -0.5613 1.7350 2.4338
C -3.4483 1.4412 -1.1086
H -3.1409 2.1426 -1.7568
C -4.5626 0.4812 -1.1548
H -4.5293 -0.0840 -2.1134
H -5.4705 1.3630 -1.2338
H -2.6182 0.7713 -1.1531
H -3.3322 1.5574 2.2400
H -2.5113 0.3093 1.2446
H -5.3500 0.9399 1.1961
H -2.0750 -3.8369 1.2983
H -2.2206 -3.7298 -0.4429
H -2.5130 -5.1097 0.4843
*
```

***

Entry 2:
Molecular formula: C20H27N3S3
Method: DFT, ωB97M-V with the def2-TZVPD basis set

The HOMO-LUMO gap is 8.21 eV. Its calculated total energy is -2137.1402 Ha. The energy above the lowest of the compared OMol25 structures with the same formula, charge and spin comes out at 0.00 kcal per mole. As for the largest force on an atom: 0.74 eV/Å. As for the HOMO energy: -7.516 eV.

```
! wB97M-V def2-TZVPD RIJCOSX def2/J DEFGRID3
* xyz 0 1
C -6.2108 -2.4033 0.1612
S -5.0024 -1.0903 0.4847
C -3.4570 -1.8049 -0.0035
C -3.3317 -3.0038 -0.6881
C -2.0676 -3.4535 -1.0343
C -0.9361 -2.7241 -0.7279
C -1.0625 -1.5211 -0.0375
N 0.0494 -0.7220 0.2557
C 1.2036 -1.1945 0.7971
S 1.3078 -2.7242 1.4337
N 2.2581 -0.3431 0.8214
C 2.2212 0.9477 0.1766
C 1.6369 2.0560 1.0744
C 0.7066 2.9663 0.2706
N -0.5210 2.2661 -0.0713
C -1.6486 2.5442 0.8220
C -2.9216 2.4422 -0.0346
C -2.4204 1.9558 -1.3966
C -0.9961 2.4906 -1.4313
C 3.4937 -0.7015 1.4833
C 4.6190 -0.8524 0.5161
C 5.8840 -0.3586 0.6012
C 6.6919 -0.7143 -0.5029
C 6.0237 -1.4641 -1.4135
S 4.3977 -1.7660 -0.9404
C -2.3235 -1.0737 0.3269
H -6.3004 -2.5748 -0.9078
H -7.1546 -2.0392 0.5555
H -5.9148 -3.3081 0.6836
H -4.1951 -3.5910 -0.9553
H -1.9699 -4.3886 -1.5653
H 0.0396 -3.0807 -1.0143
H -0.1236 0.2855 0.2374
H 3.2445 1.1989 -0.1133
H 1.6302 0.8669 -0.7395
H 1.0735 1.6031 1.8922
H 2.4381 2.6506 1.5141
H 0.4967 3.8806 0.8460
H 1.2185 3.2662 -0.6483
H -1.6438 1.8242 1.6457
H -1.5649 3.5468 1.2661
H -3.3837 3.4244 -0.1335
H -3.6591 1.7652 0.3919
H -3.0244 2.3264 -2.2216
H -2.4085 0.8664 -1.4306
H -0.3584 1.9589 -2.1412
H -0.9955 3.5610 -1.6936
H 3.7497 0.0628 2.2259
H 3.3088 -1.6524 1.9993
H 6.2319 0.2359 1.4275
H 7.7199 -0.4178 -0.6101
H 6.3826 -1.8650 -2.3404
H -2.4316 -0.1596 0.8866
*
```

***

Entry 3:
Molecular formula: C20H27N5O4
Method: DFT, ωB97M-V with the def2-TZVPD basis set

The HOMO-LUMO gap is 8.63 eV. Its calculated total energy is -1353.0281 Ha. The energy above the lowest of the compared OMol25 structures with the same formula, charge and spin comes out at 35.26 kcal per mole. As for the largest force on an atom: 0.14 eV/Å. As for the HOMO energy: -8.053 eV.

```
! wB97M-V def2-TZVPD RIJCOSX def2/J DEFGRID3
* xyz 0 1
C -2.4307 -2.5810 4.3891
C -1.4042 -2.1514 3.3869
C -1.5331 -1.0087 2.6752
C -0.5214 -0.6181 1.7040
N -0.3596 0.3563 0.9024
C -1.2112 1.5107 0.6982
C -1.6672 1.5141 -0.7649
C -2.3772 2.8114 -1.1381
C -3.5460 3.1169 -0.2098
C -3.0653 3.0959 1.2430
C -2.4225 1.7594 1.6037
C -4.1703 4.4636 -0.5725
N -5.4317 4.6413 0.1330
C -5.5202 5.5728 1.1210
O -4.6001 6.3137 1.4239
C -6.8122 5.6553 1.8571
C -7.9786 6.2357 1.5060
O -8.8554 6.1609 2.5132
N -8.2530 5.5217 3.5821
C -7.0450 5.2263 3.1976
C -6.0880 4.5135 4.0969
C -6.3883 3.5729 -0.1131
C -5.7386 2.2377 0.2205
O -4.5077 2.0760 -0.4544
N 0.5104 -1.5769 1.6579
C 0.5597 -2.6989 2.4103
C 1.7748 -3.5593 2.1696
O 1.7407 -4.6958 2.9889
N -0.3402 -3.0272 3.2667
H -3.2503 -1.8685 4.4609
H -2.8243 -3.5599 4.1118
H -1.9618 -2.6961 5.3669
H -2.3962 -0.3880 2.8271
H -0.5530 2.3819 0.8246
H -0.7969 1.3587 -1.4032
H -2.3404 0.6667 -0.9198
H -1.6751 3.6502 -1.0889
H -2.7551 2.7585 -2.1616
H -2.3406 3.9067 1.3645
H -3.8877 3.3258 1.9241
H -3.1605 0.9652 1.4657
H -2.1245 1.7702 2.6538
H -3.5066 5.2820 -0.3057
H -4.3683 4.4882 -1.6477
H -8.3188 6.7229 0.6077
H -5.0634 4.7151 3.7870
H -6.2131 4.8480 5.1246
H -6.2596 3.4366 4.0690
H -7.2777 3.7155 0.4955
H -6.6766 3.5970 -1.1674
H -5.6088 2.1515 1.3062
H -6.3761 1.4185 -0.1126
H 1.2434 -1.3634 0.9968
H 1.7858 -3.8263 1.1049
H 2.6614 -2.9427 2.3666
H 2.5262 -5.2213 2.8121
*
```

***

Entry 4:
Molecular formula: C20H27N5O5S2
Method: DFT, ωB97M-V with the def2-TZVPD basis set

The HOMO-LUMO gap is 9.08 eV. Its calculated total energy is -2224.6970 Ha. The energy above the lowest of the compared OMol25 structures with the same formula, charge and spin comes out at 2.29 kcal per mole. As for the largest force on an atom: 1.15 eV/Å. As for the HOMO energy: -8.794 eV.

```
! wB97M-V def2-TZVPD RIJCOSX def2/J DEFGRID3
* xyz 0 1
C -2.5523 -3.3266 0.2221
C -3.9550 -3.8904 0.3911
O -4.8525 -3.2238 -0.5038
C -5.6542 -2.2991 0.0012
O -5.8211 -2.0671 1.1679
C -6.4084 -1.6093 -1.1271
S -6.6761 0.1347 -0.7192
C -5.0515 0.4991 -0.2405
N -4.0369 -0.3134 -0.3505
N -2.9646 0.3091 0.1695
C -3.3364 1.4887 0.5803
C -2.4355 2.4826 1.2247
N -1.0688 2.0464 1.0842
C -0.1872 2.7328 0.3139
O -0.3809 3.8752 -0.0485
C 1.0663 1.9805 0.0000
C 1.0346 0.6248 -0.3184
C 2.2113 -0.0319 -0.6384
C 3.4035 0.6658 -0.6331
S 4.9419 -0.1731 -1.0112
O 5.6883 0.6118 -1.9487
O 4.6402 -1.5363 -1.3571
N 5.6977 -0.0308 0.4789
C 5.2018 -0.9529 1.4789
C 5.8319 -2.3410 1.3589
C 7.3541 -2.2244 1.3848
C 7.8121 -1.2821 0.2738
C 7.1422 0.0799 0.4452
C 3.4470 2.0156 -0.3398
C 2.2722 2.6769 -0.0323
N -4.6709 1.6720 0.3452
C -5.4747 2.8225 0.6381
H -2.5729 -2.2501 0.3702
H -2.1854 -3.5290 -0.7803
H -1.8840 -3.7822 0.9473
H -3.9951 -4.9503 0.1269
H -4.3127 -3.7494 1.4158
H -7.4002 -2.0472 -1.2412
H -5.8473 -1.6867 -2.0566
H -2.6963 2.5925 2.2863
H -2.5189 3.4623 0.7406
H -0.9149 1.0637 1.2511
H 0.0962 0.0897 -0.3526
H 2.2236 -1.0781 -0.9022
H 4.1183 -1.0086 1.3543
H 5.4190 -0.5204 2.4622
H 5.5152 -2.7815 0.4128
H 5.4793 -2.9726 2.1762
H 7.8064 -3.2090 1.2543
H 7.6760 -1.8295 2.3526
H 7.5211 -1.6911 -0.6959
H 8.8967 -1.1634 0.2909
H 7.3827 0.7397 -0.3887
H 7.4614 0.5500 1.3819
H 4.3965 2.5250 -0.3703
H 2.2666 3.7340 0.1855
H -5.3952 3.0738 1.6969
H -6.5117 2.5945 0.3966
H -5.1438 3.6759 0.0430
*
```

***

Look up the largest force on an atom of the first one.
13.70 eV/Å

***

What is the calculated total energy in the first record?
-1716.2904 Ha

***

Which formula does entry 4 have?
C20H27N5O5S2